The following is a DFT calculation (ωB97M-V/def2-TZVPD) of a cluster of 40 separate species, H80O40 in total at a distorted geometry.

Geometry as XYZ:
```
120
H80O40 (ωB97M-V/def2-TZVPD)
H -2.105 0.339 0.669
H -1.724 -1.044 -0.125
O -2.454 -0.341 0.008
H -5.452 -2.083 1.701
H -4.110 -2.132 1.251
O -4.932 -1.731 0.929
H -1.225 -1.079 -2.754
H -0.949 -0.446 -1.403
O -0.497 -0.796 -2.204
H 2.267 4.736 -1.301
H 2.945 3.724 -0.323
O 2.861 3.961 -1.255
H -1.663 -0.933 4.563
H -1.678 0.479 4.378
O -1.770 -0.107 5.118
H 1.986 -4.391 -3.140
O 2.454 -4.758 -2.367
H 1.262 2.104 3.254
O 1.661 2.881 3.636
H 0.718 0.750 -5.262
H 1.792 -0.012 -6.313
O 0.993 -0.067 -5.728
H 5.972 -2.529 0.057
H 5.050 -3.182 -0.795
O 5.428 -3.297 0.086
H -1.799 -0.052 -4.709
H -1.019 -1.009 -5.674
O -1.847 -0.544 -5.536
H -4.059 1.659 -0.466
H -4.406 0.905 0.863
O -4.320 1.760 0.425
H 0.250 2.321 0.261
O -0.246 3.022 -0.201
H 1.890 -1.096 -3.967
H 1.007 -2.207 -3.304
O 1.828 -2.037 -3.718
H -5.576 1.418 -2.374
H -4.685 0.306 -2.611
O -5.370 0.788 -3.067
H 0.198 -3.596 2.495
H 1.441 -3.341 1.503
O 0.791 -2.956 2.110
H 4.776 -0.856 -3.010
H 6.177 -0.725 -2.566
O 5.342 -1.037 -2.248
H 2.609 2.341 -2.333
H 1.711 2.038 -3.807
O 2.093 1.705 -2.916
H 2.205 -1.005 4.533
H 1.017 -1.998 3.860
O 1.790 -1.878 4.389
H 1.607 4.831 1.559
O 0.681 4.912 1.412
H -1.052 -2.022 2.795
H -0.305 -0.847 2.385
O -1.186 -1.084 2.617
H 3.381 -4.363 3.202
O 4.160 -4.205 2.657
H 1.141 -0.616 -0.882
H 1.344 0.661 -1.619
O 1.143 0.305 -0.702
H -1.454 -4.695 -0.163
H -1.064 -5.907 0.339
O -1.702 -5.231 0.604
H 0.152 -4.959 -4.460
H -0.065 -4.012 -3.129
O -0.140 -4.862 -3.541
H 1.354 4.004 -3.372
H 0.608 3.514 -4.675
O 1.471 3.729 -4.278
H -1.237 2.043 -6.174
H -1.749 2.638 -4.720
O -1.073 2.229 -5.250
H -4.037 0.337 4.499
H -5.358 -0.206 4.682
O -4.569 -0.407 4.219
H -1.077 -2.421 -0.633
H 0.182 -2.878 -1.296
O -0.626 -3.215 -0.907
H -0.909 5.495 -0.646
H -1.404 4.409 -1.357
O -0.675 5.065 -1.511
H -3.977 5.101 -2.049
H -2.567 4.970 -2.094
O -3.366 4.669 -2.691
H 4.664 2.199 1.224
H 3.128 1.821 1.280
O 4.016 1.611 1.610
H 4.199 -0.031 2.704
O 4.510 0.201 3.647
H -4.745 4.583 2.028
H -5.204 3.301 1.166
O -5.374 4.271 1.346
H 0.265 4.073 1.182
H 2.105 -5.611 -2.551
H 4.030 -3.570 1.952
H 2.541 3.090 3.302
H -0.111 3.095 -1.195
H 3.934 0.960 3.849
O 3.176 -5.464 0.355
H 4.004 -5.552 0.861
H 3.667 -5.429 -0.488
O -2.150 4.015 2.110
H -2.174 3.341 2.771
H -1.259 4.061 1.738
O 2.228 -2.661 -0.442
H 2.812 -3.091 0.184
H 2.274 -3.178 -1.268
O -1.510 -4.231 2.921
H -1.762 -4.845 3.586
H -1.064 -4.706 2.208
O -2.742 0.854 2.689
H -3.563 1.209 2.274
H -3.128 -0.035 2.407
O -0.363 1.381 2.450
H -1.249 1.758 2.314
H -0.608 0.600 2.923
O -0.547 3.585 4.667
H -0.592 3.680 3.737
H 0.326 3.762 5.031
```

Summary:
Relative energy (zero: lowest compared OMol25 entry of this formula, charge and spin): 251.4 kcal per mole
Electronic energy: -83194.91517 eV